{"formula": "C52H116AsF6N13O13", "method": "ωB97M-V/def2-TZVPD", "elements": ["C", "C", "N", "C", "C", "N", "C", "C", "H", "H", "H", "H", "H", "H", "H", "H", "H", "H", "H", "C", "C", "N", "C", "C", "N", "C", "C", "H", "H", "H", "H", "H", "H", "H", "H", "H", "H", "H", "C", "C", "N", "C", "C", "N", "C", "C", "H", "H", "H", "H", "H", "H", "H", "H", "H", "H", "H", "C", "C", "N", "C", "C", "N", "C", "C", "H", "H", "H", "H", "H", "H", "H", "H", "H", "H", "H", "C", "C", "C", "O", "C", "N", "H", "H", "H", "H", "H", "H", "H", "H", "H", "H", "H", "H", "C", "C", "C", "O", "C", "N", "H", "H", "H", "H", "H", "H", "H", "H", "H", "H", "H", "H", "C", "C", "C", "O", "C", "N", "H", "H", "H", "H", "H", "H", "H", "H", "H", "H", "H", "H", "C", "C", "C", "O", "C", "N", "H", "H", "H", "H", "H", "H", "H", "H", "H", "H", "H", "H", "C", "C", "C", "O", "C", "N", "H", "H", "H", "H", "H", "H", "H", "H", "H", "H", "H", "H", "As", "F", "F", "F", "F", "F", "F", "C", "C", "O", "O", "H", "H", "H", "C", "C", "O", "O", "H", "H", "H", "C", "C", "O", "O", "H", "H", "H", "C", "C", "O", "O", "H", "H", "H"], "coordinates": [[-0.460, 1.918, -9.626], [0.965, 2.048, -9.220], [1.529, 0.730, -8.868], [1.769, 0.176, -7.597], [2.273, -1.071, -7.755], [2.245, -1.332, -9.122], [1.844, -0.212, -9.779], [2.732, -2.583, -9.639], [-0.763, 2.946, -9.881], [-0.966, 1.605, -8.726], [-0.580, 1.189, -10.465], [0.994, 2.676, -8.319], [1.610, 2.568, -9.901], [1.624, 0.664, -6.670], [2.616, -1.821, -7.027], [1.754, -0.093, -10.816], [3.746, -2.464, -9.992], [2.051, -3.021, -10.433], [2.679, -3.233, -8.791], [-5.868, 1.322, 6.677], [-4.956, 2.459, 6.938], [-3.721, 1.805, 7.496], [-3.233, 1.917, 8.741], [-2.080, 1.200, 8.882], [-1.935, 0.543, 7.684], [-2.904, 0.930, 6.885], [-0.714, -0.161, 7.225], [-6.759, 1.683, 6.211], [-6.052, 0.846, 7.630], [-5.417, 0.523, 6.117], [-5.239, 3.106, 7.805], [-4.720, 3.038, 6.074], [-3.568, 2.673, 9.477], [-1.370, 1.149, 9.696], [-2.983, 0.646, 5.881], [-0.879, -1.191, 7.362], [0.069, 0.245, 7.825], [-0.395, 0.055, 6.197], [4.531, -8.329, 4.929], [4.656, -9.840, 5.277], [5.145, -10.470, 4.044], [4.371, -10.716, 2.864], [5.247, -11.191, 1.926], [6.488, -11.292, 2.491], [6.384, -10.802, 3.744], [7.722, -11.781, 1.874], [3.959, -7.801, 5.669], [4.120, -8.239, 3.930], [5.523, -7.778, 4.961], [3.792, -10.382, 5.572], [5.409, -10.111, 6.056], [3.318, -10.467, 2.923], [4.923, -11.618, 0.935], [7.182, -10.618, 4.471], [7.766, -11.571, 0.850], [7.929, -12.839, 1.996], [8.502, -11.352, 2.439], [-10.137, -4.680, 0.393], [-9.443, -5.459, 1.491], [-8.045, -4.883, 1.854], [-7.381, -5.413, 2.956], [-6.154, -4.879, 2.943], [-6.117, -3.932, 1.928], [-7.212, -4.081, 1.227], [-4.871, -3.137, 1.770], [-9.566, -4.586, -0.527], [-10.350, -3.685, 0.835], [-11.108, -5.158, 0.063], [-9.246, -6.529, 1.177], [-10.022, -5.573, 2.478], [-7.737, -6.266, 3.557], [-5.296, -5.022, 3.572], [-7.416, -3.561, 0.320], [-4.091, -3.792, 2.139], [-4.904, -2.193, 2.316], [-4.702, -2.877, 0.744], [4.703, 1.976, -5.083], [4.203, 2.841, -4.004], [4.725, 4.300, -4.112], [4.273, 5.033, -2.988], [3.988, 6.359, -3.428], [2.706, 2.821, -4.159], [2.374, 2.929, -5.163], [2.323, 1.895, -3.909], [2.251, 3.596, -3.661], [5.784, 1.924, -4.942], [4.500, 2.403, -6.062], [4.369, 0.942, -5.006], [4.534, 2.458, -3.017], [4.212, 4.660, -4.961], [5.828, 4.346, -4.376], [3.765, 6.944, -2.600], [3.232, 6.352, -4.256], [4.884, 6.859, -3.760], [-0.375, -5.101, 2.885], [-1.358, -4.326, 3.768], [-2.367, -5.268, 4.349], [-3.372, -4.560, 5.095], [-3.820, -5.251, 6.216], [-0.636, -3.756, 4.863], [-0.124, -2.868, 4.589], [-1.307, -3.424, 5.553], [0.414, -4.627, 5.585], [-0.845, -5.211, 1.938], [0.102, -5.959, 3.280], [0.340, -4.377, 2.621], [-1.875, -3.568, 3.191], [-1.871, -6.045, 4.990], [-2.915, -5.754, 3.525], [-2.984, -5.893, 6.691], [-4.443, -6.023, 5.892], [-4.335, -4.576, 6.928], [-2.089, 2.733, -3.593], [-2.321, 1.862, -2.360], [-2.477, 0.374, -2.727], [-2.527, -0.362, -1.533], [-2.173, -1.746, -1.726], [-1.251, 1.883, -1.363], [-1.453, 1.657, -0.392], [-0.488, 1.179, -1.682], [-0.825, 2.839, -1.386], [-2.178, 3.751, -3.287], [-2.864, 2.442, -4.314], [-1.106, 2.518, -4.097], [-3.253, 2.082, -1.918], [-1.643, 0.139, -3.395], [-3.444, 0.278, -3.240], [-1.606, -1.913, -2.624], [-3.092, -2.340, -1.747], [-1.533, -2.172, -0.920], [-1.492, 8.015, -1.777], [-1.012, 7.535, -3.129], [-0.925, 8.785, -3.946], [-2.225, 9.257, -4.095], [-2.170, 10.540, -4.765], [0.250, 6.820, -3.064], [0.586, 6.483, -3.978], [0.976, 7.300, -2.534], [0.035, 6.047, -2.469], [-0.689, 8.656, -1.382], [-1.727, 7.241, -1.030], [-2.418, 8.656, -1.934], [-1.702, 6.849, -3.580], [-0.454, 8.531, -4.885], [-0.308, 9.551, -3.484], [-1.705, 11.311, -4.137], [-3.144, 10.827, -4.923], [-1.619, 10.511, -5.680], [4.805, 6.868, 0.798], [4.770, 5.338, 0.911], [4.102, 4.658, 2.183], [4.163, 3.269, 1.929], [3.422, 2.396, 2.807], [4.068, 4.783, -0.294], [4.555, 5.070, -1.136], [3.997, 3.804, -0.330], [3.110, 5.139, -0.299], [5.538, 7.283, 1.465], [3.784, 7.346, 0.890], [5.223, 7.057, -0.232], [5.756, 4.884, 0.752], [3.075, 5.053, 2.365], [4.714, 4.995, 3.062], [3.643, 2.560, 3.935], [3.773, 1.380, 2.499], [2.344, 2.490, 2.603], [-2.283, -0.175, 2.882], [-2.471, 1.313, 3.827], [-3.041, 0.588, 1.525], [-2.173, -1.773, 2.043], [-1.288, -0.790, 4.163], [-3.718, -0.821, 3.600], [-0.759, 0.385, 2.339], [0.263, 4.635, 1.099], [0.616, 4.891, -0.363], [1.582, 5.663, -0.621], [-0.086, 4.384, -1.246], [-0.576, 5.317, 1.243], [1.060, 4.953, 1.819], [-0.009, 3.574, 1.290], [1.918, -5.822, 8.163], [1.428, -4.689, 7.242], [1.069, -3.595, 7.588], [1.185, -5.195, 6.017], [2.511, -5.377, 9.029], [2.462, -6.633, 7.617], [0.958, -6.172, 8.556], [0.451, 5.617, -7.444], [0.922, 4.827, -6.205], [1.433, 3.717, -6.421], [0.753, 5.346, -5.032], [0.339, 5.058, -8.340], [1.138, 6.432, -7.751], [-0.466, 6.136, -7.216], [1.377, -1.645, -3.243], [1.229, -0.166, -3.318], [0.748, 0.428, -2.298], [1.572, 0.435, -4.368], [1.875, -1.951, -4.121], [0.357, -2.038, -3.363], [1.859, -1.982, -2.342]], "forces_ev_per_angstrom": [[0.054, 0.114, -0.856], [0.466, 0.331, 1.436], [0.811, -1.515, 0.271], [0.328, 0.264, -0.901], [-0.555, -0.047, -0.660], [-0.115, 1.788, 0.087], [0.062, -0.737, 2.622], [-0.977, -0.737, -1.348], [-0.394, -0.611, -0.207], [-0.727, -0.258, -0.033], [-0.265, 0.800, 0.624], [0.254, -0.374, 0.048], [0.371, -0.197, -0.732], [-0.300, 0.718, 0.566], [-0.360, 0.636, -0.562], [-0.059, 0.004, -1.148], [0.196, -0.196, -0.184], [0.896, 0.752, 0.841], [0.293, -0.690, 0.197], [-0.579, -0.291, 0.579], [1.339, -0.498, 2.092], [0.978, -0.675, -0.925], [0.781, 1.980, 2.842], [-0.733, -0.008, -0.205], [0.915, 0.579, -0.595], [-0.845, 0.564, -0.246], [-0.187, 1.081, -0.196], [-0.761, -0.138, -0.229], [-0.673, -0.023, 0.324], [0.258, 0.034, -0.826], [-0.289, -0.321, -1.079], [0.397, 0.465, -0.524], [-0.171, -0.782, -0.701], [-0.202, -0.139, -0.163], [-0.107, -0.362, -1.239], [0.270, -1.327, 0.220], [0.602, -0.258, 0.684], [-0.894, 0.059, 0.161], [1.329, -0.074, 0.900], [2.108, 0.700, -0.298], [-0.616, -1.053, -2.525], [1.197, 0.500, 1.547], [-2.194, -0.939, -0.886], [-0.340, 0.435, 0.746], [0.844, -0.001, 0.681], [-0.173, -0.850, 1.342], [-0.681, 0.133, 0.136], [-0.256, 0.245, 0.064], [-0.895, -1.054, -0.249], [-1.182, 0.010, 0.074], [-0.472, 0.654, -0.482], [0.204, -0.308, -0.513], [0.953, 0.682, 1.196], [-0.064, -0.427, -0.640], [-0.014, 0.707, -1.347], [-0.832, -0.382, 0.110], [1.135, 0.954, 0.177], [-1.185, 0.392, 0.580], [0.757, -1.571, 0.436], [-1.819, -2.069, 0.716], [-0.199, -1.058, -0.137], [0.258, 0.960, 0.504], [1.808, -1.059, 0.846], [-0.936, 1.365, -0.622], [-0.625, 0.024, -0.137], [0.327, 0.023, 0.105], [-0.118, -0.343, -0.722], [1.067, 0.448, 0.758], [-0.046, 1.191, 0.237], [0.876, 0.709, -1.539], [-0.098, 0.893, -0.486], [0.025, 0.056, 0.267], [-0.245, 0.291, -0.330], [0.268, 0.309, -0.020], [-0.154, -0.392, 0.258], [0.061, -0.135, -0.637], [1.782, -0.669, -0.361], [-0.228, 0.966, 0.787], [0.317, -1.869, -0.075], [0.425, 0.136, -0.769], [0.279, -0.383, -1.401], [0.432, 0.898, 0.338], [0.160, 0.551, 0.416], [-0.568, -0.321, 0.171], [-0.114, -0.339, 0.034], [0.143, -0.056, -0.397], [-0.099, -0.114, -0.154], [-0.392, 0.111, -0.090], [-0.718, -0.010, -0.352], [-0.502, 0.795, -1.312], [-1.085, 0.009, 0.913], [-1.321, 0.822, 1.643], [0.387, 0.127, 0.917], [0.580, -0.130, -0.717], [-1.343, 1.772, -0.302], [0.192, -1.142, -0.066], [-1.111, -0.698, 0.083], [1.172, 0.761, -0.314], [1.590, -0.694, 1.447], [0.909, 2.442, 0.776], [-0.758, -1.462, 0.223], [0.006, -0.007, 0.071], [0.768, -0.122, -0.053], [-0.558, -1.062, -0.867], [0.138, -0.911, 0.526], [1.562, 0.836, -0.093], [-0.023, 0.125, -0.253], [-0.367, 0.604, -0.484], [0.392, -0.331, 0.075], [-0.880, 1.533, -0.155], [-1.807, -1.263, -0.374], [0.492, -0.426, -0.437], [0.783, -1.531, -0.078], [-0.260, -2.078, -0.648], [-0.685, 0.965, -0.370], [1.087, -1.087, -0.109], [-0.288, -0.177, 1.020], [1.952, 0.624, -0.342], [-0.731, -0.158, -0.152], [-0.374, 0.859, 0.187], [0.152, -0.229, 0.441], [0.044, 0.867, -0.245], [0.040, 0.415, 0.131], [-0.750, 0.344, 0.678], [-0.920, 0.891, 0.835], [-0.010, -0.533, 0.119], [0.249, -0.147, -0.357], [0.014, 0.169, -0.605], [0.057, -0.020, -0.191], [-0.508, 0.855, -0.103], [-0.816, 0.356, 0.780], [-0.866, 1.252, 0.626], [0.060, -0.351, -0.551], [0.325, 1.137, -1.003], [1.236, -0.595, 1.516], [0.356, 1.034, 1.199], [0.027, -0.526, -0.609], [0.035, 0.288, -0.104], [0.321, -1.723, 0.455], [-0.340, -0.056, 0.198], [0.141, 0.094, -0.369], [1.265, -0.891, 0.267], [-0.494, -0.285, -0.369], [0.107, 0.088, -0.862], [0.357, 0.096, 0.411], [0.060, -0.281, 0.171], [-2.236, 0.589, -0.553], [0.322, -0.338, -0.784], [-0.593, -0.514, -1.370], [-0.421, -1.414, 0.617], [0.933, 1.316, -0.341], [-0.262, 0.237, 0.536], [0.724, -0.269, 0.634], [0.454, 1.747, 0.546], [-0.179, 0.097, -0.464], [0.153, -1.833, 0.499], [-1.203, 0.546, -0.526], [0.002, 0.235, 0.534], [1.229, -0.553, -0.001], [-0.546, 0.189, 0.876], [0.160, 0.470, 0.795], [0.463, -0.404, -0.364], [-0.402, -0.580, -0.519], [-0.256, -0.101, -1.924], [-0.461, 0.813, 0.513], [0.257, 0.004, 0.232], [0.775, -0.118, -0.074], [-0.291, -0.567, -0.290], [-0.217, -0.516, 0.323], [0.083, 1.480, 0.172], [-0.491, -0.855, 1.024], [-0.266, 0.388, 0.070], [0.402, 0.380, -1.293], [0.556, -0.059, 0.323], [0.949, 0.183, 0.851], [0.308, 0.311, 0.107], [-0.931, -0.339, -0.928], [-0.263, -0.335, 0.399], [-0.632, -0.298, -0.807], [-0.075, 0.802, -0.138], [0.919, 1.349, 0.584], [-0.430, -1.994, -0.561], [0.207, 0.502, 0.228], [-0.224, 0.472, 0.356], [-0.701, -0.796, -1.162], [-0.564, 0.838, 0.563], [0.284, -0.387, 0.126], [0.516, 1.271, 0.869], [-0.493, 1.336, 0.426], [0.474, -0.770, 0.095], [0.627, -0.973, -1.872], [-0.195, -0.964, -0.494], [0.042, -0.432, 0.615], [-0.452, 0.037, 0.078], [-1.075, 0.013, -0.412], [-0.408, 1.338, 1.122], [0.481, -0.498, -0.603], [0.205, -0.187, -0.157], [0.915, -0.605, -0.801], [0.253, -0.192, 0.488], [-0.055, -0.144, 0.329]], "spin_multiplicity": 1, "charge": 4, "homo_ha": -0.5513}